# C36H37Cl2CsN12Se

C36H37Cl2CsN12Se as an isolated structure (the ωB97M-V functional and the def2-TZVPD basis, the OMol25 dataset).

XYZ file:
```
89
Properties=species:S:1:pos:R:3:forces:R:3
Cs 0.49638 0.02861 -0.19792 -0.13 0.46 -0.19
C 2.59236 -2.37278 2.34888 0.03 0.04 -0.01
N 2.81487 -1.42973 1.26215 0.15 -0.09 0.07
C 4.18216 -1.47739 0.76857 0.00 -0.01 0.07
C 4.37829 -0.56519 -0.40294 0.07 -0.05 -0.01
N 3.47352 0.22232 -0.91243 -0.04 -0.07 0.14
C 4.08522 0.83084 -2.00070 0.17 -0.01 -0.05
C 3.56873 1.72732 -2.93144 -0.03 0.03 -0.02
C 4.40545 2.16105 -3.94033 0.01 -0.01 0.01
C 5.73248 1.71639 -4.03064 0.00 -0.04 0.05
C 6.25696 0.81716 -3.12212 0.01 0.01 -0.06
C 5.40578 0.38289 -2.11518 -0.08 0.08 -0.01
N 5.56685 -0.50990 -1.07159 0.01 -0.06 0.07
C 1.16683 -2.32152 2.80890 0.02 -0.03 -0.01
N 0.32727 -1.36019 2.54137 0.15 0.11 0.02
C -0.87196 -1.74201 3.13140 0.04 -0.10 0.04
C -2.11246 -1.11191 3.13179 -0.05 0.01 0.00
C -3.15700 -1.74602 3.77455 0.00 0.01 0.01
C -2.98050 -2.98260 4.41231 0.04 -0.01 0.00
C -1.75426 -3.61940 4.42418 -0.05 -0.02 0.02
C -0.71295 -2.97491 3.77134 0.03 0.05 -0.03
N 0.61172 -3.31706 3.55507 -0.03 -0.05 -0.02
H 3.26414 -2.20834 3.20698 -0.05 -0.01 -0.02
H 2.80559 -3.37900 1.97483 0.00 0.02 0.02
H 2.58199 -0.49007 1.56846 0.16 -0.10 0.11
H 4.38848 -2.50225 0.44394 0.01 0.01 0.02
H 4.93005 -1.24010 1.54186 -0.01 -0.01 -0.02
H 2.53430 2.04124 -2.87720 -0.04 0.01 0.01
H 4.03457 2.84753 -4.68779 -0.02 0.03 -0.04
H 6.35566 2.07714 -4.83526 0.03 0.02 -0.04
H 7.27564 0.46573 -3.20252 0.04 0.00 -0.01
H 6.39783 -1.03547 -0.85764 -0.03 0.01 0.00
H -2.25368 -0.16446 2.62842 -0.01 0.05 -0.03
H -4.13431 -1.28406 3.79218 -0.05 0.03 0.00
H -3.82215 -3.44602 4.90650 -0.03 -0.02 0.02
H -1.61787 -4.57280 4.91403 -0.02 -0.04 0.03
H 1.06883 -4.15855 3.86183 0.01 0.00 0.00
Se -7.69395 -2.95044 0.77851 -0.03 -0.02 0.09
N -7.08532 -1.30097 0.60007 0.21 0.41 -0.14
C -5.79264 -1.37475 0.38311 -0.33 -0.11 0.09
C -4.93446 -0.21498 0.18342 0.04 0.01 0.00
C -5.44061 1.08269 0.20390 -0.05 -0.02 0.01
C -4.57573 2.13774 0.02722 0.06 -0.01 -0.01
C -3.22426 1.85212 -0.15542 -0.10 -0.01 0.02
N -2.72099 0.62862 -0.17555 0.07 -0.01 -0.05
C -3.56123 -0.40669 -0.02269 -0.11 0.07 0.09
C -2.99542 -1.77193 -0.04474 0.03 -0.13 0.00
N -1.67634 -1.89148 -0.23091 -0.23 -0.17 -0.04
C -1.14038 -3.09774 -0.22555 0.01 -0.09 0.10
C -1.87227 -4.26887 -0.03566 -0.01 0.06 -0.02
C -3.23061 -4.15747 0.15389 -0.02 0.02 0.00
C -3.81324 -2.88990 0.15040 0.04 -0.01 0.04
C -5.23895 -2.69582 0.36864 -0.30 -0.18 0.09
N -6.09350 -3.67121 0.57348 0.44 -0.13 -0.14
H -6.50172 1.22723 0.35681 -0.01 0.02 0.00
H -4.92795 3.15909 0.02456 0.00 0.03 0.00
H -2.51484 2.66012 -0.30604 0.02 0.05 -0.01
H -0.06017 -3.14241 -0.35631 -0.04 -0.04 -0.06
H -1.38265 -5.23138 -0.04170 0.03 -0.03 0.00
H -3.86076 -5.02276 0.30953 0.01 -0.02 0.00
C 0.57545 -1.53378 -5.80047 0.00 0.00 0.00
C 1.61140 -1.77081 -4.91236 0.01 0.00 -0.01
C 1.50407 -1.27396 -3.62416 -0.03 0.00 -0.02
N 0.45156 -0.58111 -3.19002 0.02 0.03 -0.11
C -0.53789 -0.36071 -4.05474 -0.04 -0.01 0.00
C -0.52372 -0.81276 -5.36360 0.00 0.01 0.01
H 0.62349 -1.90575 -6.81439 0.00 -0.01 -0.03
H 2.48619 -2.32855 -5.21201 0.05 -0.02 0.00
H 2.29617 -1.43386 -2.90215 0.08 -0.01 0.03
H -1.38560 0.20070 -3.67670 -0.04 0.00 0.00
H -1.35537 -0.60529 -6.02046 -0.04 0.01 -0.02
N 0.03759 5.77537 2.46406 -0.08 0.12 -0.16
C 0.59566 4.70932 3.35853 0.14 -0.24 0.08
C 1.15787 3.56224 2.51515 -0.02 0.03 0.10
N 0.22509 2.93646 1.61838 -0.08 -0.05 -0.01
H -0.45303 6.50443 2.98702 0.02 -0.04 -0.05
H -0.61661 5.34670 1.79591 0.04 0.04 0.08
H 0.77315 6.21934 1.90669 -0.03 -0.01 0.05
H -0.22471 4.36307 3.98658 0.01 0.05 -0.01
H 1.36562 5.15808 3.98404 -0.05 0.06 0.00
H 1.53325 2.82745 3.23068 0.06 0.00 -0.06
H 2.01596 3.90878 1.93331 0.02 0.01 0.06
H 0.03703 3.40566 0.74744 -0.04 0.03 -0.10
H -0.59118 2.51213 2.03202 -0.05 -0.01 0.02
Cl -0.25128 3.03929 -2.21666 0.00 0.09 0.06
C 0.37177 4.68697 -2.33472 0.14 -0.17 -0.37
Cl -0.05926 5.68369 -0.92637 -0.05 0.08 0.13
H -0.06483 5.15774 -3.21184 0.03 -0.02 0.14
H 1.45538 4.64386 -2.40194 -0.10 0.04 0.05
```
Positions in Å, forces in eV/Å.

HOMO level   -0.459 hartree
Relative energy (zero: lowest compared OMol25 entry of this formula, charge and spin)   0.00 kcal per mole
HOMO-LUMO gap   7.456 eV
Total charge   +2